No. 1
This record from the OMol25 dataset describes an isolated molecule of C5H9NO. The level of theory is ωB97M-V/def2-TZVPD.

Geometry as XYZ:
```
16
Properties=species:S:1:pos:R:3:nbo_charge:R:1
C -0.6136 1.9295 1.4631 -0.2512
O 0.3074 0.7287 1.0605 -0.7127
C 0.5939 0.5013 -0.6003 -0.0535
C 0.6371 -0.9242 -0.6811 -0.3971
C -0.5216 -1.7613 -0.1807 -0.6160
C 1.0959 -1.3932 -1.9642 0.2692
N 1.2392 -1.7705 -3.0592 -0.3888
H -1.1692 1.8273 2.4045 0.2162
H -1.3855 2.0616 0.6848 0.2094
H -0.0390 2.8604 1.4972 0.2022
H 1.5153 0.9667 -0.9925 0.2143
H -0.2800 1.0930 -0.8821 0.1586
H 1.0275 -0.1670 1.3871 0.5269
H -0.2034 -2.8090 -0.1401 0.2257
H -0.7949 -1.4419 0.8274 0.2011
H -1.4091 -1.7013 -0.8244 0.1956
```

Electronic energy   -8862.994 eV
HOMO level   -7.56 eV
Charge   0
Spin multiplicity   1
Kohn-Sham gap   0.2777 hartree
Max |F|   3.387 eV/Å


No. 2
This record from the OMol25 dataset describes the ion C4H8NO with charge +1. The level of theory is ωB97M-V/def2-TZVPD.

Geometry as XYZ:
```
14
Properties=species:S:1:pos:R:3:nbo_charge:R:1
C 1.8377 -1.1274 -0.2327 0.1764
N 1.2046 0.3355 -0.2212 -0.2881
C 0.9002 1.4797 0.4932 -0.2390
C -0.2176 0.7876 -0.1763 0.2715
O -0.9892 0.0670 0.5985 -0.4733
C -1.9743 -0.7315 -0.0732 -0.2374
H 1.3599 -1.7147 -0.9340 0.2098
H 2.5375 -1.4218 0.5318 0.2376
H 1.4023 2.2396 -0.0117 0.2603
H 0.9577 1.5356 1.6537 0.2612
H -0.7354 1.1935 -1.0241 0.2152
H -2.5782 -1.1254 0.7059 0.2337
H -1.4184 -1.5567 -0.5150 0.1771
H -2.2867 0.0387 -0.7950 0.1949
```

Electronic energy   -7802.746 eV
HOMO level (spin up / spin down)   -15.03 / -15.08 eV
Charge   +1
Spin multiplicity   1
Kohn-Sham gap (spin up / spin down)   0.2988 / 0.3124 hartree
Max |F|   10.917 eV/Å


No. 3
This record from the OMol25 dataset describes the ion C7H12N3 with charge +1. The level of theory is ωB97M-V/def2-TZVPD.

Geometry as XYZ:
```
22
Properties=species:S:1:pos:R:3:nbo_charge:R:1
C 0.9411 1.5845 -2.9064 -0.2506
C 0.4803 0.5351 -2.2897 -0.3468
C 0.2835 0.5068 -0.9160 0.3508
N 0.5280 1.3699 0.0913 -0.4525
C -0.0087 1.0624 1.2462 0.1633
C 0.3220 1.9019 2.4575 -0.6376
C -0.6477 -0.1529 1.1315 -0.0509
N -0.5479 -0.5651 -0.1384 -0.1090
N -1.0690 -1.7086 -0.6716 -0.4224
C -0.4431 -2.9765 -0.1002 -0.4077
H 1.1218 1.6042 -3.9696 0.2372
H 1.1092 2.6117 -2.3416 0.1840
H 0.6033 -0.3827 -2.8880 0.2610
H 0.9298 2.2832 -0.2402 0.4510
H 1.4419 1.7075 2.4641 0.2473
H 0.0760 2.9575 2.3397 0.2442
H -0.3520 1.5726 3.1945 0.2492
H -0.9480 -0.8315 1.9220 0.2566
H -1.1166 -1.6989 -1.6952 0.3903
H -0.0549 -2.5891 0.8415 0.2022
H -1.2415 -3.7925 0.1436 0.2342
H 0.2288 -3.2881 -0.8195 0.2061
```

Electronic energy   -11914.381 eV
HOMO level (spin up / spin down)   -12.33 / -12.33 eV
Charge   +1
Spin multiplicity   1
Kohn-Sham gap (spin up / spin down)   0.3012 / 0.3012 hartree
Max |F|   7.771 eV/Å


No. 4
This record from the OMol25 dataset describes the ion C5H11N2 with charge +1. The level of theory is ωB97M-V/def2-TZVPD.

Geometry as XYZ:
```
18
Properties=species:S:1:pos:R:3:nbo_charge:R:1
C -1.1112 1.2324 0.7788 -0.6170
C -0.2819 0.0873 0.2547 0.0073
C -1.2611 -1.1358 0.0554 -0.5921
C 0.8616 -0.3650 1.1083 0.1641
N 1.9567 -0.4866 0.5013 -0.3704
C 1.9467 -0.3497 -0.8616 -0.0111
N 0.3700 0.4322 -1.0216 -0.5946
H -0.7453 1.7303 1.6522 0.2459
H -2.1895 0.7835 0.9333 0.2481
H -1.1472 1.9632 -0.0265 0.2213
H -2.2146 -0.8796 -0.1670 0.2247
H -1.3486 -1.8090 0.9674 0.2580
H -0.7861 -1.6598 -0.8559 0.2048
H 0.6102 -0.4494 2.1801 0.2379
H 2.5295 0.4779 -1.2611 0.2163
H 2.3104 -1.2513 -1.3728 0.2618
H 0.6657 1.5158 -1.0236 0.4505
H -0.1653 0.1636 -1.8415 0.4446
```

Electronic energy   -8334.941 eV
HOMO level   -15.04 eV
Charge   +1
Spin multiplicity   1
Kohn-Sham gap   0.4229 hartree
Max |F|   4.922 eV/Å


> Which value of spin multiplicity does entry 1 give?

1


> What is the spin multiplicity in the second record?

1